ORCA calculation (ωB97M-V with the def2-TZVPD basis set) on an isolated ion of composition C6H12N2 and charge +2.

```
20
C6H12N2 ωB97M-V with the def2-TZVPD basis set
C -1.37597 -1.14647 -1.03890
N -1.58143 -0.10219 -0.29372
C -2.64324 0.07494 0.77548
C -0.69419 0.96051 -0.38837
C 0.61435 1.13689 -0.28050
N 1.56665 0.17784 0.17291
C 1.33406 -0.54114 1.20793
C 2.84355 0.06241 -0.53062
H -1.99633 -2.05099 -0.96630
H -0.71981 -1.25827 -1.87722
H -2.57244 -0.64799 1.55072
H -3.71801 -0.13351 0.32856
H -2.44955 1.09297 1.13844
H -1.20753 1.84062 -0.66067
H 1.05429 2.10181 -0.54915
H 1.88826 -1.32091 1.70997
H 0.42015 -0.45304 1.67585
H 2.79597 0.84955 -1.21705
H 3.62118 0.28190 0.12737
H 2.82005 -0.92494 -0.88472
```

Results
SMILES = C=[N+](C)/C=C\[N+](=C)C
strongest force on any atom = 0.06358 hartree/bohr
molecular weight = 112.18 g/mol
charge = +2
gap between HOMO and LUMO = 9.96 eV
relative energy (zero: lowest compared OMol25 entry of this formula, charge and spin) = 2.256 eV
E_HOMO = -19.7 eV
calculated total energy = -9376.1352 eV

Atom charges from the natural (NBO) analysis, given in e for atoms 1 to 4: atom 1 (C): 0.141, atom 2 (N): -0.267, atom 3 (C): -0.432, atom 4 (C): -0.024